This record from OMol25 describes C68H59AsN7O2P2RhSe2 as an isolated structure at a distorted geometry. The level of theory is ωB97M-V with the def2-TZVPD basis set.

```
! RIJCOSX wB97M-V def2-TZVPD def2/J DEFGRID3
* xyz 2 1
Rh 0.17913 -0.05214 -1.22699
Se 4.01336 2.73484 4.34265
P 3.68032 0.70719 3.81316
C 2.76259 -0.26360 5.04053
C 1.65038 -1.03309 4.71694
C 1.05833 -1.82589 5.69029
C 1.56734 -1.84022 6.97992
C 2.66758 -1.05831 7.30607
C 3.26939 -0.27300 6.33701
C 5.22502 -0.24766 3.68464
C 5.17537 -1.64149 3.68875
C 6.34656 -2.37708 3.76606
C 7.56604 -1.72428 3.88204
C 7.61482 -0.33792 3.88552
C 6.44724 0.40390 3.77933
C 2.60012 0.67577 2.36213
C 2.54766 0.31622 1.01293
N 1.31658 0.72100 0.57573
N 0.67025 1.28843 1.56446
N 1.41666 1.28698 2.62746
P 3.64692 -0.41832 -0.16101
Se 2.76714 0.00768 -2.08123
C 5.26989 0.34835 -0.04885
C 6.44244 -0.39415 -0.15359
C 7.65793 0.26667 -0.20992
C 7.70516 1.65240 -0.14878
C 6.53506 2.38833 -0.01611
C 5.31359 1.74129 0.02359
C 3.76175 -2.19621 0.11408
C 3.19817 -2.80261 1.22955
C 3.33560 -4.17092 1.40852
C 4.02509 -4.92813 0.47192
C 4.55066 -4.32960 -0.66707
C 4.41395 -2.96427 -0.85171
H 1.23547 -0.99879 3.71695
H 0.20066 -2.44012 5.44284
H 1.10117 -2.46082 7.73395
H 3.05862 -1.06501 8.31448
H 4.13026 0.34125 6.57399
H 4.22059 -2.14803 3.67308
H 6.30073 -3.45930 3.76740
H 8.47603 -2.30094 3.99037
H 8.56392 0.17325 3.98215
H 6.47226 1.48660 3.80230
H 6.41362 -1.47434 -0.18713
H 8.56972 -0.30696 -0.30494
H 8.66046 2.15884 -0.19198
H 6.57169 3.46757 0.04208
H 4.40073 2.31968 0.10984
H 2.66259 -2.20776 1.96084
H 2.91327 -4.64683 2.28421
H 4.15125 -5.99108 0.63009
H 5.06635 -4.92603 -1.40778
H 4.80341 -2.48404 -1.74297
C -11.18691 3.42740 6.11258
O -10.93093 3.54735 4.72092
C -9.74826 3.14844 4.24257
C -8.75035 2.54302 5.00865
C -7.55768 2.16567 4.42163
C -7.32336 2.38482 3.06603
C -8.32228 3.01304 2.30867
C -9.51587 3.37630 2.87945
C -6.08690 1.99780 2.41032
N -5.67380 2.46383 1.24805
C -4.49582 1.83691 0.99585
C -4.17466 0.95764 2.02009
N -5.20051 1.07863 2.91675
C -3.00885 0.14767 2.00197
C -2.63232 -0.75422 3.00780
C -1.46939 -1.46930 2.86077
C -0.73097 -1.31424 1.68939
N -1.08536 -0.50325 0.71356
C -2.16892 0.27057 0.87193
C -2.40495 1.29210 -0.10726
N -1.42855 1.54669 -1.00615
C -1.56939 2.56127 -1.84024
C -2.71995 3.34867 -1.89469
C -3.74091 3.09241 -1.01435
C -3.57534 2.07040 -0.06895
H -12.16395 3.87165 6.27410
H -10.44288 3.97204 6.69763
H -11.21375 2.38122 6.42474
H -8.89914 2.37198 6.06524
H -6.79417 1.72344 5.05213
H -8.12803 3.20215 1.26218
H -10.29386 3.85262 2.29813
H -5.30903 0.57983 3.78226
H -3.24846 -0.87930 3.88851
H -1.12445 -2.14625 3.62905
H 0.17805 -1.88358 1.55115
H -0.72602 2.79354 -2.47309
H -2.78223 4.14891 -2.61816
H -4.65266 3.67480 -0.98249
C -4.94553 0.24597 -4.85108
C -4.01510 0.51246 -5.84896
C -2.66330 0.52788 -5.55315
C -2.23051 0.27439 -4.25106
C -3.16336 -0.02991 -3.26701
C -4.51916 -0.03280 -3.56238
As -0.32109 0.31337 -3.86732
C 0.26282 -0.71685 -5.42896
C 1.34766 -0.31588 -6.19958
C 1.66723 -1.00636 -7.35964
C 0.91732 -2.10603 -7.74759
C -0.16258 -2.51577 -6.97520
C -0.48598 -1.82607 -5.81953
C 0.20074 2.11804 -4.43169
C -0.71627 3.02133 -4.96425
C -0.30661 4.29344 -5.33279
C 1.00907 4.69181 -5.14792
C 1.92692 3.79965 -4.61577
C 1.52436 2.52009 -4.26687
H -6.00182 0.24881 -5.08458
H -4.34411 0.70121 -6.86213
H -1.94376 0.72364 -6.33818
H -2.82260 -0.28274 -2.26875
H -5.23982 -0.25747 -2.78684
H 1.93638 0.54472 -5.90895
H 2.50153 -0.67837 -7.96515
H 1.16831 -2.63731 -8.65582
H -0.75587 -3.36769 -7.27942
H -1.34566 -2.13741 -5.23806
H -1.75475 2.74637 -5.08624
H -1.02418 4.98196 -5.75941
H 1.31551 5.69348 -5.41744
H 2.95558 4.09787 -4.46260
H 2.25084 1.83304 -3.86126
C -1.33694 -3.43697 -0.65976
C 0.18389 -3.35849 -0.69704
O 0.66743 -2.48132 -1.71708
C 0.54664 -3.06388 -3.03043
C 1.85692 -2.98247 -3.78663
H -1.67398 -3.85784 0.28777
H -1.72108 -4.05659 -1.47009
H -1.75664 -2.43650 -0.76167
H 0.60753 -4.35409 -0.85548
H 0.59392 -2.97566 0.23432
H -0.25036 -2.55008 -3.56929
H 0.25356 -4.10954 -2.91916
H 2.09393 -1.95405 -4.04478
H 1.78080 -3.55808 -4.70991
H 2.66409 -3.39329 -3.17973
*
```

**Lowest unoccupied orbital energy (spin up / spin down)**: -6.9 / -7.1 eV
**Energy relative to the best compared isomer or geometry (same formula, charge and spin)**: 3.938 eV
**Frontier orbital gap (spin up / spin down)**: 4.3 / 4.0 eV
**HOMO energy (spin up / spin down)**: -11.13 / -11.13 eV



This record from OMol25 describes C68H66ClN3O8S as an isolated structure at a distorted geometry. The level of theory is ωB97M-V with the def2-TZVPD basis set.

```
! RIJCOSX wB97M-V def2-TZVPD def2/J DEFGRID3
* xyz 0 1
C 5.69699 -3.08365 3.45620
O 4.37224 -2.50049 3.37614
C 3.83007 -2.94932 2.11351
C 2.35499 -2.37451 2.03301
C 2.49883 -0.85074 1.57210
C 1.09694 -0.09489 1.62708
C 0.13578 -0.79467 0.57957
C -0.28915 0.17605 -0.62750
C -0.63251 -0.80022 -1.85576
C -2.08002 -1.41962 -1.64473
C -2.08021 -2.93302 -1.11932
C -2.91907 -3.82605 -2.11819
C -4.14034 -4.59678 -1.52616
C -4.32839 -5.97575 -2.00913
C -5.46993 -6.84090 -1.58229
N -5.77714 -8.14232 -1.95956
S -7.19167 -8.49557 -1.12726
N -7.55919 -7.09627 -0.26696
C -6.48556 -6.27852 -0.61065
C -6.32373 -4.86315 -0.08739
C -7.43971 -4.34317 0.87444
C -7.22683 -4.65871 2.40248
C -8.23192 -3.81992 3.33085
C -8.20761 -2.26771 3.04319
N -8.14302 -1.43150 4.28612
C -8.41058 -0.02047 3.95233
C -9.94580 0.38198 3.78135
O -7.53971 0.79662 3.78684
C -5.16266 -4.07098 -0.54480
C -5.01972 -2.62078 0.02544
C -4.57036 -2.60640 1.54623
C -3.67976 -3.82773 2.00199
Cl -2.34970 -3.15535 3.10750
H 6.16162 -3.01241 2.43116
H 6.26397 -2.49741 4.22643
H 5.56636 -4.15806 3.79662
H 4.39771 -2.49964 1.23861
H 3.83073 -4.07705 2.04116
H 1.82710 -2.99496 1.24687
H 1.78435 -2.45004 2.99596
H 3.26668 -0.33451 2.21348
H 2.82239 -0.82154 0.48752
H 0.64871 -0.24563 2.65625
H 1.26658 1.00002 1.42301
H -0.82162 -1.13157 1.08120
H 0.59041 -1.69747 0.07638
H -1.15431 0.84105 -0.36034
H 0.57008 0.81275 -0.98154
H -0.71370 -0.10576 -2.75077
H 0.17429 -1.55410 -2.04571
H -2.58306 -0.79060 -0.84430
H -2.67713 -1.26093 -2.58047
H -2.44952 -2.90211 -0.06571
H -1.01033 -3.29521 -1.10312
H -3.29236 -3.27056 -3.03275
H -2.21477 -4.61044 -2.53426
H -3.59512 -6.39481 -2.75298
H -7.61086 -3.25791 0.63263
H -8.39312 -4.87424 0.56643
H -7.51142 -5.73931 2.56550
H -6.20460 -4.44237 2.80003
H -9.28648 -4.19590 3.28043
H -7.84334 -3.95478 4.38810
H -9.20563 -2.01547 2.55162
H -7.41011 -1.93316 2.32631
H -8.99453 -1.70300 4.80384
H -10.59248 -0.51769 3.96910
H -10.13372 0.70980 2.72200
H -10.19938 1.19847 4.51070
H -4.38422 -1.93483 -0.59031
H -6.06141 -2.17070 -0.00006
H -5.43305 -2.54491 2.27524
H -3.96080 -1.67197 1.74054
H -3.13403 -4.35897 1.18373
H -4.20132 -4.60032 2.61855
C 2.37618 6.84960 -5.34400
C 1.82745 5.58170 -5.51888
C 2.01249 4.60497 -4.55073
C 2.75718 4.88800 -3.40895
C 3.32737 6.15157 -3.24536
C 3.12493 7.13456 -4.21085
C 4.16447 6.45298 -2.05759
O 4.65869 7.55476 -1.91217
C 4.39520 5.38382 -1.05451
C 5.22438 5.63156 0.03660
C 5.43572 4.64231 0.98695
C 4.81231 3.40394 0.85652
C 3.98980 3.15068 -0.23166
C 3.78658 4.13616 -1.19496
C 2.93357 3.84213 -2.37239
O 2.39260 2.75846 -2.48754
H 2.22335 7.61471 -6.09662
H 1.25262 5.35649 -6.41091
H 1.57915 3.62108 -4.68854
H 3.55438 8.12121 -4.08205
H 5.70969 6.59457 0.14501
H 6.08571 4.83581 1.83273
H 4.97241 2.63426 1.60326
H 3.51041 2.18342 -0.33141
C 0.45754 0.97841 -9.09824
C -0.38477 0.17024 -9.85722
C -1.62873 0.64038 -10.25341
C -2.04097 1.91716 -9.88205
C -1.20654 2.71805 -9.10092
C 0.04827 2.24894 -8.72002
C -1.65199 4.06172 -8.65601
O -0.92330 4.76196 -7.97793
C -3.00359 4.53301 -9.04438
C -3.45895 5.76724 -8.58747
C -4.71681 6.22289 -8.95607
C -5.52189 5.45178 -9.79031
C -5.07475 4.21895 -10.24359
C -3.81902 3.75185 -9.86447
C -3.36563 2.41681 -10.32606
O -4.06962 1.74057 -11.05139
H 1.43281 0.61333 -8.79704
H -0.06881 -0.82694 -10.14147
H -2.27876 0.00959 -10.84849
H 0.70539 2.87207 -8.12469
H -2.83534 6.37315 -7.94045
H -5.07125 7.18161 -8.59503
H -6.50144 5.81196 -10.08339
H -5.70694 3.62024 -10.88886
C 5.67388 1.68978 6.85161
C 5.46863 0.37170 6.45203
C 6.35439 -0.62026 6.84759
C 7.45630 -0.29725 7.63457
C 7.67519 1.02779 8.01480
C 6.77451 2.01807 7.63049
C 8.87152 1.39551 8.81214
O 9.06114 2.54926 9.14710
C 9.83688 0.33245 9.18617
C 10.99348 0.66906 9.88489
C 11.89604 -0.31951 10.25081
C 11.64279 -1.65022 9.92841
C 10.49456 -1.98979 9.22756
C 9.59342 -0.99895 8.84616
C 8.38680 -1.36903 8.06626
O 8.16668 -2.53087 7.78038
H 4.97621 2.46271 6.54969
H 4.61529 0.11802 5.83297
H 6.18606 -1.64514 6.53796
H 6.93291 3.04618 7.93445
H 11.19420 1.70281 10.14129
H 12.79825 -0.05443 10.79021
H 12.34505 -2.42251 10.22103
H 10.30410 -3.02630 8.97472
*
```

**Lowest unoccupied orbital energy**: -1.1 eV
**Frontier orbital gap**: 7.4 eV
**HOMO energy**: -8.51 eV



This record from OMol25 describes a 16-piece molecular cluster, C69H107N16O overall at a distorted geometry. The level of theory is ωB97M-V with the def2-TZVPD basis set.

```
! RIJCOSX wB97M-V def2-TZVPD def2/J DEFGRID3
* xyz -1 1
C 1.67245 -0.55406 -2.45639
C 0.99838 -0.48301 -1.12130
C 1.48219 0.83038 -0.50309
C 0.71071 1.18949 0.74085
C -0.75658 1.19329 0.43312
C -1.26022 -0.12835 -0.17963
N -0.41015 -0.42805 -1.28012
O -0.83727 -1.50899 -1.93044
C -2.58299 0.22886 -0.74007
C -1.31038 -1.16883 0.90687
C 1.58004 -1.66266 -0.33381
H 2.75721 -0.51334 -2.36065
H 1.30372 0.28162 -3.06270
H 1.37329 -1.47150 -2.97807
H 1.45448 1.64912 -1.23778
H 2.55714 0.68448 -0.29160
H 1.04734 2.18439 1.12063
H 1.03982 0.60124 1.61435
H -1.03730 2.01405 -0.23379
H -1.28225 1.35035 1.40200
H -3.26093 0.56642 0.05745
H -3.07311 -0.58306 -1.28710
H -2.50816 0.97143 -1.54691
H -2.05695 -0.86872 1.66589
H -0.33995 -1.19595 1.42153
H -1.47799 -2.19257 0.56784
H 0.93477 -2.53222 -0.48346
H 1.68731 -1.41988 0.73253
H 2.59232 -1.88184 -0.69620
C 3.04046 -1.90989 -6.24364
C 2.59859 -3.04339 -7.19982
C 1.10851 -3.07010 -7.37575
C 0.39975 -3.27796 -6.13302
N -0.06542 -3.51538 -5.20731
H 2.96757 -2.22154 -5.19994
H 2.44301 -1.01108 -6.37210
H 4.08504 -1.63391 -6.43287
H 2.90625 -4.00086 -6.77643
H 3.06164 -2.91564 -8.17690
H 0.76062 -3.88059 -8.03152
H 0.76222 -2.15067 -7.85413
C -5.89502 -3.68909 2.39370
C -6.53293 -2.76507 1.35982
C -5.57960 -2.12065 0.40911
C -4.51175 -2.81347 -0.28430
N -3.66756 -3.30275 -0.84819
H -6.69854 -4.25916 2.88011
H -5.38967 -3.14470 3.19751
H -5.21709 -4.43108 1.98952
H -7.17710 -1.99644 1.77600
H -7.20034 -3.43431 0.79418
H -5.06103 -1.29594 0.93916
H -6.12904 -1.52391 -0.33361
C 4.89364 -4.71946 -0.76177
C 4.95322 -3.39881 -1.48340
C 4.31288 -3.40606 -2.89573
C 2.97163 -4.02825 -2.86205
N 1.92459 -4.44645 -2.80879
H 3.84492 -4.89193 -0.48462
H 5.45061 -4.67763 0.17207
H 5.20092 -5.59446 -1.33584
H 5.99056 -3.04614 -1.52040
H 4.37241 -2.66177 -0.91989
H 4.92300 -3.90648 -3.65343
H 4.16200 -2.36605 -3.21379
C 3.99523 3.49123 0.05796
C 3.42179 4.58474 0.92792
C 3.69246 4.44223 2.40064
C 3.41084 3.17566 3.00457
N 3.21704 2.16675 3.48455
H 5.05222 3.27703 0.21959
H 3.80423 3.82739 -0.96345
H 3.48232 2.53154 0.15411
H 2.34939 4.65721 0.76138
H 3.86075 5.53084 0.60820
H 3.10155 5.17264 2.97410
H 4.71062 4.74330 2.67058
C 0.73621 -4.17556 3.42773
C 0.67902 -5.65260 3.19596
C 1.14986 -6.02957 1.80372
C 0.22491 -5.58269 0.79965
N -0.55294 -5.18554 0.07578
H 0.18248 -3.55638 2.72090
H 1.76249 -3.80592 3.50931
H 0.31163 -3.95144 4.40216
H -0.33065 -6.03108 3.37537
H 1.32925 -6.18226 3.89830
H 1.33833 -7.09551 1.76419
H 2.05787 -5.44301 1.61808
C -3.72793 4.68912 0.55314
C -3.61291 4.06834 -0.81941
C -4.06906 5.07774 -1.89153
C -4.23284 4.47261 -3.21761
N -4.32355 3.96068 -4.22007
H -3.62016 3.94165 1.34295
H -4.74798 5.07244 0.66315
H -2.98075 5.46378 0.70820
H -4.18345 3.13990 -0.87796
H -2.57679 3.82423 -1.08987
H -3.33028 5.88154 -1.93351
H -5.04086 5.52383 -1.62746
C 7.03400 -1.61170 1.64032
C 5.92357 -0.76330 2.23535
C 4.55077 -1.05179 1.66800
C 4.12807 -2.43880 1.79068
N 3.73612 -3.53024 1.79682
H 6.88001 -2.66809 1.88997
H 8.00950 -1.37919 2.07972
H 7.11452 -1.52054 0.55470
H 6.09928 0.31453 2.19045
H 5.85160 -0.95045 3.31776
H 4.49869 -0.84198 0.58741
H 3.78569 -0.44477 2.15905
N -0.24998 3.36438 -2.79407
C 0.16394 4.25815 -1.84010
C -0.23178 5.50151 -2.24683
C -0.95893 5.33812 -3.47583
C -0.96574 4.00711 -3.76503
H -0.21474 2.35094 -2.71619
H 0.74043 3.94135 -0.98873
H -0.15867 6.42922 -1.69653
H -1.49273 6.14500 -3.94988
H -1.48131 3.47918 -4.54413
N -4.33904 3.09543 4.75814
C -3.64681 3.29002 5.90826
C -2.46328 2.59176 5.86161
C -2.45848 1.94166 4.57414
C -3.57843 2.32904 3.89123
H -5.27137 3.39870 4.61539
H -4.04067 3.93033 6.68210
H -1.72917 2.56658 6.63513
H -1.69920 1.31360 4.13190
H -3.89997 2.15771 2.87598
N 1.01133 1.36527 5.41953
C 0.77762 1.72789 6.69988
C 0.06746 0.71593 7.29051
C -0.13062 -0.29896 6.31482
C 0.39712 0.16841 5.15842
H 1.53705 1.86722 4.70767
H 1.12937 2.62796 7.17214
H -0.29195 0.78360 8.30546
H -0.53784 -1.26734 6.50214
H 0.45655 -0.24749 4.16572
N -1.10521 -0.00810 -4.30421
C -2.05027 0.87553 -4.68365
C -1.72189 1.42667 -5.88711
C -0.45548 0.86962 -6.22161
C -0.12638 -0.02255 -5.25380
H -1.02633 -0.48891 -3.36670
H -2.89965 0.99930 -4.02210
H -2.21067 2.19185 -6.46136
H 0.12886 1.09409 -7.10090
H 0.78258 -0.53723 -5.04524
N 6.56429 -0.68166 -2.56471
C 5.86146 -0.66220 -3.74249
C 4.96173 0.36720 -3.69143
C 5.18912 1.03147 -2.43169
C 6.10606 0.31957 -1.73051
H 7.16613 -1.43643 -2.33025
H 6.06125 -1.37986 -4.52472
H 4.16459 0.55917 -4.38250
H 4.49848 1.75879 -2.03099
H 6.51176 0.44956 -0.74310
N -6.32696 -1.11447 -2.80466
C -7.61912 -0.57565 -2.74763
C -7.51507 0.77441 -2.94736
C -6.11641 1.07274 -3.16934
C -5.43646 -0.10284 -3.06128
H -6.12681 -2.08506 -2.69356
H -8.47447 -1.17856 -2.49164
H -8.32927 1.48262 -2.92316
H -5.69494 2.02183 -3.44270
H -4.38143 -0.32198 -3.11733
N -0.64235 4.35562 2.80212
C -0.04947 4.93990 3.90176
C 0.50883 6.11215 3.47237
C 0.36701 6.17938 2.04659
C -0.41639 5.10179 1.67344
H -1.12307 3.47169 2.84296
H -0.32021 4.59194 4.88519
H 0.86847 6.92160 4.08977
H 0.68520 6.98180 1.40536
H -0.73717 4.80851 0.68551
N -2.49846 -3.24453 4.09655
C -2.69136 -4.14798 3.10990
C -3.10331 -5.32173 3.70759
C -3.34396 -5.02003 5.09267
C -2.97975 -3.72445 5.29574
H -2.20120 -2.29978 3.92533
H -2.47165 -3.89352 2.08405
H -3.34489 -6.28255 3.28511
H -3.61470 -5.72940 5.86019
H -2.86922 -3.11117 6.16930
*
```

**Lowest unoccupied orbital energy**: 2.0 eV
**Frontier orbital gap**: 4.6 eV
**HOMO energy**: -2.58 eV